(1)
19
Properties=species:S:1:pos:R:3:lowdin_charge:R:1 method="wB97M-V/def2-TZVPD" gap_ev=3.46 multiplicity=1 e_above_lowest_kj_mol=1056.3 total_charge=+1 homo_energy_ev=-12.063
C -0.193 1.619 1.364 -0.082
C -0.835 1.930 0.029 -0.183
C 0.128 0.969 -0.453 0.058
C -0.045 -0.593 -0.809 -0.098
N 1.170 -0.948 -1.637 0.145
C 1.450 -2.302 -1.562 -0.114
H -0.710 0.697 1.885 0.043
H -0.285 2.441 2.184 0.187
H 0.902 1.559 1.382 0.120
H -0.596 2.930 -0.492 0.158
H -1.957 1.792 -0.142 0.172
H 0.990 1.302 -1.068 0.151
H -0.172 -1.038 0.196 0.123
H -1.004 -0.724 -1.275 0.155
H 0.663 -3.034 -1.859 0.148
H 1.543 -2.759 -0.511 0.167
H -1.842 -0.672 2.854 -0.041
H 2.375 -2.658 -2.057 0.108
O -1.582 -0.513 1.973 -0.219



(2)
80
Properties=species:S:1:pos:R:3:lowdin_charge:R:1 method="wB97M-V/def2-TZVPD" gap_ev=8.53 multiplicity=1 smiles="N=[PH2][C@@H]1OC(=O)[C@@H](P(=N)(O)O)[C@H]1CP(=O)(O)O.ClCCl.ClCCl.ClCCl.ClCCl.ClCCl.ClCCl.ClCCl.ClCCl.ClCCl.ClCCl" homo_energy_ev=-8.818
N -0.350 -4.013 -0.253 -0.325
P -1.780 -3.341 0.055 0.794
C -2.087 -1.699 -0.849 -0.370
O -1.236 -1.351 -1.998 -0.039
C -0.392 -0.227 -1.687 -0.342
O 0.005 0.662 -2.460 0.080
C -0.192 -0.433 -0.116 -0.243
P 0.956 0.697 0.865 0.675
N 2.209 1.099 -0.064 -0.180
O 1.606 -0.189 2.174 -0.295
O 0.248 2.171 1.353 -0.248
C -1.720 -0.588 0.282 -0.325
C -2.745 0.592 -0.100 -0.167
P -4.409 0.217 0.743 0.616
O -4.297 0.740 2.165 -0.327
O -5.685 1.068 -0.004 -0.178
O -4.815 -1.426 0.700 -0.183
H 0.169 -4.045 0.645 -0.124
H -2.797 -4.305 -0.278 0.006
H -1.840 -3.046 1.459 0.029
H -3.141 -1.599 -1.244 0.113
H 0.346 -1.472 -0.052 0.045
H 2.099 0.664 -0.990 -0.049
H 1.484 -1.141 1.939 -0.047
H 0.564 2.288 2.281 0.036
H -1.997 -0.840 1.349 0.037
H -2.384 1.631 0.165 0.083
H -2.974 0.544 -1.223 0.111
H -6.527 0.613 0.226 0.079
H -5.169 -1.692 -0.177 0.080
Cl -0.355 -2.847 5.089 0.467
C -0.628 -1.103 5.165 -1.011
Cl -1.129 -0.469 3.592 0.613
H -1.406 -0.897 5.890 -0.039
H 0.294 -0.613 5.463 -0.018
Cl -1.016 1.408 -6.891 0.517
C -0.497 0.017 -5.929 -1.078
Cl -1.651 -1.317 -6.061 0.511
H 0.474 -0.318 -6.289 -0.052
H -0.420 0.317 -4.886 -0.006
Cl 3.522 3.387 -4.736 0.517
C 2.294 2.809 -5.867 -1.001
Cl 2.338 1.047 -6.010 0.577
H 1.312 3.111 -5.508 -0.003
H 2.479 3.248 -6.845 0.035
Cl -5.949 1.944 -8.308 0.495
C -4.385 2.244 -9.074 -1.034
Cl -4.089 3.977 -9.263 0.494
H -3.599 1.816 -8.454 -0.011
H -4.376 1.775 -10.056 0.027
Cl 2.619 -1.513 4.980 0.551
C 3.190 -2.367 6.417 -0.959
Cl 1.934 -3.386 7.153 0.455
H 4.028 -2.998 6.131 0.030
H 3.517 -1.632 7.150 0.032
Cl -0.823 5.163 -3.958 0.514
C -0.229 3.875 -2.904 -1.036
Cl -1.170 3.772 -1.414 0.552
H -0.304 2.926 -3.432 -0.003
H 0.810 4.076 -2.651 0.023
Cl 2.449 -1.964 -0.899 0.640
C 3.054 -3.256 0.134 -0.920
Cl 2.116 -3.355 1.631 0.606
H 2.975 -4.202 -0.398 0.041
H 4.095 -3.057 0.381 -0.012
Cl 3.353 5.737 -0.261 0.505
C 3.656 4.176 0.512 -1.026
Cl 2.653 3.969 1.952 0.542
H 3.423 3.379 -0.193 -0.003
H 4.704 4.122 0.801 0.024
Cl -2.077 -1.779 8.177 0.557
C -1.873 -3.330 8.993 -0.981
Cl -0.597 -4.305 8.249 0.472
H -1.610 -3.145 10.033 0.030
H -2.810 -3.879 8.942 0.030
Cl 6.499 1.236 2.543 0.500
C 5.167 0.401 1.733 -1.026
Cl 5.767 -0.827 0.609 0.526
H 4.544 -0.082 2.484 0.009
H 4.577 1.128 1.178 -0.010



(3)
16
Properties=species:S:1:pos:R:3:lowdin_charge:R:1 method="wB97M-V/def2-TZVPD" gap_ev=11.19 multiplicity=1 e_above_lowest_kj_mol=96.5 total_charge=+1 homo_energy_ev=-14.812
O 1.730 -1.234 -1.255 0.094
C 1.315 -0.175 -1.646 -0.189
C 0.515 0.672 -0.665 -0.074
N -0.402 -0.234 0.088 -0.022
C -1.757 -0.416 -0.516 0.024
H 1.425 0.104 -2.703 0.142
H 1.176 1.125 0.070 0.134
H -0.113 1.417 -1.153 0.138
H 0.015 -1.163 0.206 0.166
H -0.471 0.175 1.031 0.128
H -1.643 -0.688 -1.562 0.110
H -2.315 0.504 -0.378 0.109
H -2.256 -1.242 -0.008 0.113
H 1.425 -0.225 2.817 0.078
H 0.652 1.043 3.167 0.081
O 0.704 0.337 2.508 -0.032



(4)
54
Properties=species:S:1:pos:R:3:lowdin_charge:R:1 method="wB97M-V/def2-TZVPD" gap_ev="6.06 / 6.32" multiplicity=2 s_squared=0.760 e_above_lowest_kj_mol=39.8 total_charge=+3 homo_energy_ev="-17.798 / -17.806"
Re -0.254 0.232 0.015 1.637
C -3.296 -0.225 -0.426 -0.124
C -2.950 1.261 -0.567 -0.151
N -1.900 1.666 0.405 -0.166
C -2.355 1.709 1.829 -0.126
C -1.250 1.194 2.727 -0.123
N -0.599 -0.034 2.178 -0.163
C -1.268 -1.327 2.454 -0.140
C -2.501 -1.453 1.613 -0.136
N -2.193 -1.012 0.216 -0.104
H -3.488 -0.622 -1.422 0.138
H -4.214 -0.363 0.143 0.138
H -3.843 1.874 -0.443 0.151
H -2.567 1.460 -1.569 0.116
H -1.636 2.615 0.144 0.136
H -3.267 1.128 1.927 0.120
H -2.606 2.729 2.115 0.154
H -1.632 1.002 3.732 0.154
H -0.474 1.954 2.812 0.122
H 0.306 -0.094 2.641 0.120
H -1.502 -1.434 3.515 0.154
H -0.558 -2.113 2.190 0.140
H -3.326 -0.869 2.013 0.122
H -2.831 -2.492 1.625 0.154
H -2.038 -1.857 -0.326 0.106
F 3.962 1.988 2.839 0.151
C 3.508 1.070 2.011 -0.243
C 2.181 1.150 1.599 -0.033
C 1.702 0.206 0.700 -0.234
C 2.524 -0.844 0.248 -0.098
C 3.834 -0.888 0.712 -0.182
F 4.640 -1.859 0.312 0.143
C 4.343 0.052 1.591 0.149
C 1.909 -1.756 -0.702 -0.168
C 2.489 -2.849 -1.332 0.062
C 1.766 -3.555 -2.279 0.037
C 0.467 -3.158 -2.593 0.005
C -0.069 -2.097 -1.909 -0.125
N 0.623 -1.409 -0.973 -0.076
H 1.581 1.967 1.988 0.112
H 5.367 -0.014 1.938 0.166
H 3.496 -3.146 -1.085 0.134
H 2.214 -4.405 -2.777 0.144
H -0.113 -3.665 -3.351 0.136
H -1.078 -1.761 -2.118 0.107
N 0.999 2.555 -1.555 0.038
C 1.277 3.065 -2.761 0.002
C 0.724 2.227 -3.710 0.015
C 0.129 1.205 -2.989 -0.087
N 0.295 1.400 -1.666 -0.157
H 1.298 2.914 -0.660 0.162
H 1.836 3.981 -2.875 0.157
H 0.758 2.343 -4.780 0.135
H -0.417 0.354 -3.364 0.121